[1]
Entry from the Open Molecules 2025 dataset: 2 unconnected molecules or ions with the total composition C2H8O at a distorted geometry (ωB97M-V with the def2-TZVPD basis set).

## Properties
Energy: -4250.452 eV
LUMO energy: 0.0344 Ha
ΔE to the lowest compared entry with this formula, charge and spin: 15.0 kcal/mol
HOMO-LUMO gap: 12.29 eV

```
11
C2H8O, DFT ωB97M-V with the def2-TZVPD basis set
C -0.11908 0.04168 -0.39816
C -0.39722 -1.18080 -1.24806
H 0.91667 0.01348 -0.08815
H -0.76263 0.01985 0.48238
H -0.20757 1.00455 -0.91316
H -1.09474 -0.98568 -2.07742
H 0.51712 -1.64518 -1.64049
H -0.83962 -2.02908 -0.73250
O 0.72827 1.70701 2.40667
H -0.11713 1.25100 2.51964
H 1.37594 1.80317 1.68924
```



[2]
Entry from the Open Molecules 2025 dataset: 2 unconnected molecules or ions with the total composition C2H8O at a distorted geometry (ωB97M-V with the def2-TZVPD basis set).

## Properties
Energy: -4250.464 eV
LUMO energy: 0.0381 Ha
ΔE to the lowest compared entry with this formula, charge and spin: 14.7 kcal/mol
HOMO-LUMO gap: 11.39 eV

```
11
C2H8O, DFT ωB97M-V with the def2-TZVPD basis set
C -3.43970 4.16105 1.38627
O -2.29720 4.05552 2.21393
H -4.17948 3.38723 1.64444
H -3.82709 5.14062 1.62009
H -3.25809 3.99422 0.32182
H -1.83389 3.21460 2.11581
C 3.73631 -4.78797 -1.86774
H 3.84483 -4.38837 -2.87242
H 4.31203 -4.15042 -1.19262
H 4.18397 -5.77343 -1.96611
H 2.75831 -4.85306 -1.40347
```



[3]
Entry from the Open Molecules 2025 dataset: 2 unconnected molecules or ions with the total composition C2H8O2 at a distorted geometry (ωB97M-V with the def2-TZVPD basis set).

## Properties
Energy: -6296.936 eV
LUMO energy: 0.0310 Ha
ΔE to the lowest compared entry with this formula, charge and spin: 34.0 kcal/mol
HOMO-LUMO gap: 11.01 eV

```
12
C2H8O2, DFT ωB97M-V with the def2-TZVPD basis set
C 1.74842 -1.30142 -1.46818
O 0.72090 -0.59337 -0.92177
H 2.63565 -1.42776 -0.82298
H 1.38652 -2.31143 -1.77164
H 1.99641 -0.63158 -2.51641
H 0.36166 -1.03258 -0.17198
C -1.61883 1.46644 1.50975
O -0.69560 0.65866 0.90575
H -2.40084 0.78994 1.83054
H -1.99687 2.27044 0.90877
H -1.09671 1.84230 2.40269
H -1.04070 0.27037 0.11547
```



[4]
Entry from the Open Molecules 2025 dataset: 2 unconnected molecules or ions with the total composition C2H8O2 at a distorted geometry (ωB97M-V with the def2-TZVPD basis set).

## Properties
Energy: -6297.532 eV
LUMO energy: 0.0319 Ha
ΔE to the lowest compared entry with this formula, charge and spin: 20.3 kcal/mol
HOMO-LUMO gap: 11.12 eV

```
12
C2H8O2, DFT ωB97M-V with the def2-TZVPD basis set
C -0.30459 1.85768 0.32825
O 1.06971 1.98019 0.63338
H -0.90058 1.54225 1.17827
H -0.42967 1.06660 -0.40226
H -0.74953 2.77797 -0.04909
H 1.16184 2.74950 1.20506
C -0.34742 -1.97400 -0.34851
O 1.04815 -2.36546 -0.47534
H -0.64498 -1.40565 -1.22286
H -0.89987 -2.91052 -0.25678
H -0.44457 -1.46480 0.60131
H 1.44151 -1.85377 -1.19143
```



[5]
Entry from the Open Molecules 2025 dataset: 2 unconnected molecules or ions with the total composition C2H8O2 at a distorted geometry (ωB97M-V with the def2-TZVPD basis set).

## Properties
Energy: -6297.663 eV
LUMO energy: 0.0282 Ha
ΔE to the lowest compared entry with this formula, charge and spin: 17.2 kcal/mol
HOMO-LUMO gap: 10.55 eV

```
12
C2H8O2, DFT ωB97M-V with the def2-TZVPD basis set
C 0.00000 0.00000 0.00000
O -0.77968 -1.14540 -0.34597
C -2.21655 -0.91308 -0.36897
H -0.43996 0.88475 -0.49016
H 1.04592 -0.10381 -0.33451
H -0.00597 0.16281 1.09091
H -2.54877 0.04286 -0.80764
H -2.56365 -0.95966 0.67696
H -2.68295 -1.73927 -0.93155
O -5.62127 -0.03909 -3.38240
H -5.41537 -0.78136 -3.99467
H -4.98128 0.66774 -3.62544
```



[6]
Entry from the Open Molecules 2025 dataset: a single C2H8O2Si2 molecule at a distorted geometry (ωB97M-V with the def2-TZVPD basis set).

## Properties
Energy: -22055.332 eV
LUMO energy: 0.0253 Ha
ΔE to the lowest compared entry with this formula, charge and spin: 75.3 kcal/mol
HOMO-LUMO gap: 9.44 eV

```
14
C2H8O2Si2, DFT ωB97M-V with the def2-TZVPD basis set
C 0.46409 0.06550 1.30289
C -0.92441 0.26727 -1.11055
O -0.42329 -2.36083 -0.06891
O 2.33538 0.87806 -0.81583
Si -0.89736 -0.87792 0.45094
Si 0.82593 1.13620 -0.17170
H 0.18371 0.82790 1.96939
H 1.12304 -0.68632 1.86213
H -1.08494 -0.13176 -2.21518
H -1.69693 0.97563 -0.92185
H -0.62656 -3.17554 0.36211
H 2.55973 1.45994 -1.54102
H -2.22331 -0.90861 0.91156
H 0.38492 2.53049 -0.01399
```



[7]
Entry from the Open Molecules 2025 dataset: 3 unconnected molecules or ions with the total composition C2H8O3 (ωB97M-V with the def2-TZVPD basis set).

## Properties
Energy: -8345.812 eV
LUMO energy: 0.0281 Ha
ΔE to the lowest compared entry with this formula, charge and spin: 4.4 kcal/mol
HOMO-LUMO gap: 11.20 eV

```
13
C2H8O3, DFT ωB97M-V with the def2-TZVPD basis set
C -1.57940 1.42956 -0.87611
C -1.28017 0.84294 0.46887
O -0.25422 0.25245 0.71997
H -2.41913 0.86748 -1.29416
H -0.69737 1.38099 -1.49946
H -1.93338 2.45641 -0.75803
H -2.03745 0.93153 1.26613
O 1.48355 -0.66677 -1.83252
H 1.42379 -0.20701 -0.98609
H 1.52636 -1.59781 -1.59327
O 2.05931 -2.25757 2.09401
H 1.68520 -1.71202 1.39619
H 2.02292 -1.72018 2.89446
```



[8]
Entry from the Open Molecules 2025 dataset: a molecular structure, C2H8O3Rb at a distorted geometry (ωB97M-V with the def2-TZVPD basis set).

## Properties
Energy: -8995.455 eV
LUMO energy: -0.1471 Ha
ΔE to the lowest compared entry with this formula, charge and spin: 26.6 kcal/mol
Charge: +1
HOMO-LUMO gap: 8.48 eV

```
14
C2H8O3Rb, DFT ωB97M-V with the def2-TZVPD basis set
Rb 1.99690 3.25092 -0.69569
O -1.25592 4.35739 1.43578
H -0.82421 4.54591 2.26903
H -2.19075 4.37294 1.64092
C 0.93047 -1.60351 -0.61626
C -0.62781 -1.49074 -0.40085
O -1.30053 -2.10707 -1.45496
O 1.59079 -0.71551 0.25201
H 1.18044 -1.24370 -1.61433
H 1.33196 -2.58894 -0.37996
H -0.99751 -0.46745 -0.33524
H -0.85357 -2.05087 0.50656
H -0.92095 -2.98311 -1.55536
H 1.94063 -1.27620 0.94831
```



[9]
Entry from the Open Molecules 2025 dataset: 2 unconnected molecules or ions with the total composition C2H8OS at a distorted geometry (ωB97M-V with the def2-TZVPD basis set).

## Properties
Energy: -15084.992 eV
LUMO energy: 0.0355 Ha
ΔE to the lowest compared entry with this formula, charge and spin: 34.3 kcal/mol
HOMO-LUMO gap: 10.70 eV

```
12
C2H8OS, DFT ωB97M-V with the def2-TZVPD basis set
C -0.21985 -2.35053 3.98970
C 0.22302 -1.86359 2.49351
O -0.98531 -1.37820 1.99125
H -1.03414 -3.05268 3.68744
H 0.64989 -2.86907 4.39681
H -0.63384 -1.63616 4.59176
H 0.68944 -2.55382 1.95420
H 0.87288 -0.93257 2.39083
H -1.79605 -1.91580 2.16232
S 0.59156 2.74337 -4.05670
H -0.69729 2.69053 -3.69794
H 0.34750 2.68597 -5.40745
```



[10]
Entry from the Open Molecules 2025 dataset: 2 unconnected molecules or ions with the total composition C2H8OS at a distorted geometry (ωB97M-V with the def2-TZVPD basis set).

## Properties
Energy: -15085.737 eV
LUMO energy: 0.0253 Ha
ΔE to the lowest compared entry with this formula, charge and spin: 17.1 kcal/mol
HOMO-LUMO gap: 10.59 eV

```
12
C2H8OS, DFT ωB97M-V with the def2-TZVPD basis set
C 1.21571 0.25783 0.16533
C 1.22669 -1.26270 -0.17114
O 2.45588 -1.96516 -0.09178
H 1.48369 0.91646 -0.66922
H 1.85117 0.50263 1.03523
H 0.16546 0.43436 0.43063
H 0.53726 -1.70904 0.54469
H 0.75863 -1.34376 -1.14683
H 3.01080 -1.43530 0.46472
S -4.35752 1.92023 -0.77268
H -5.06470 1.52402 0.29682
H -3.28306 2.16043 -0.08577
```



[11]
Entry from the Open Molecules 2025 dataset: 2 unconnected molecules or ions with the total composition C2H8OS at a distorted geometry (ωB97M-V with the def2-TZVPD basis set).

## Properties
Energy: -15075.142 eV
LUMO energy (alpha / beta): -0.1508 / -0.3850 Ha
ΔE to the lowest compared entry with this formula, charge and spin: 57.0 kcal/mol
Charge: +1
HOMO-LUMO gap (alpha / beta): 10.71 / 3.28 eV
Multiplicity: 2

```
12
C2H8OS, DFT ωB97M-V with the def2-TZVPD basis set
S 2.66481 1.83658 -0.18551
H 2.65235 1.11445 0.95632
H 2.63047 0.70875 -0.93062
C -0.80997 -0.93501 -0.32252
O -1.99139 -0.86014 -1.01186
C -0.67351 0.24167 0.72233
H 0.16319 -0.78063 -0.98717
H -0.65115 -1.77060 0.34051
H -1.81138 -1.30130 -1.85754
H -0.71050 1.26505 0.35818
H 0.10445 0.13443 1.47899
H -1.56737 0.34673 1.43886
```



[12]
Entry from the Open Molecules 2025 dataset: 2 unconnected molecules or ions with the total composition C2H8OS2 at a distorted geometry (ωB97M-V with the def2-TZVPD basis set).

## Properties
Energy: -25919.638 eV
LUMO energy (alpha / beta): 0.1064 / 0.1057 Ha
ΔE to the lowest compared entry with this formula, charge and spin: 42.7 kcal/mol
Charge: -1
HOMO-LUMO gap (alpha / beta): 2.03 / 8.07 eV
Multiplicity: 2

```
13
C2H8OS2, DFT ωB97M-V with the def2-TZVPD basis set
C -0.60256 2.73464 -0.51692
C -0.08436 1.36825 -0.04012
S -0.89120 -0.07015 -0.63845
S -0.36557 -0.66096 -2.41260
H 0.16006 3.24149 -1.10559
H -0.90966 3.43824 0.28309
H -1.50037 2.66786 -1.10664
H -0.21793 1.45932 1.04934
H 0.99683 1.37663 0.22895
H 0.70093 -1.52836 -2.21365
H 1.59678 -5.12221 2.30008
H 0.10850 -4.42720 2.23801
O 1.00854 -4.47755 1.93449
```



[13]
Entry from the Open Molecules 2025 dataset: 2 unconnected molecules or ions with the total composition C2H8OS2 at a distorted geometry (ωB97M-V with the def2-TZVPD basis set).

## Properties
Energy: -25921.481 eV
LUMO energy: 0.0098 Ha
ΔE to the lowest compared entry with this formula, charge and spin: 10.5 kcal/mol
HOMO-LUMO gap: 9.35 eV

```
13
C2H8OS2, DFT ωB97M-V with the def2-TZVPD basis set
C 1.75140 0.25960 -0.17409
C 0.41369 0.35139 -0.82955
S -0.86857 -0.79425 -0.12719
S -0.31124 -2.79325 -0.45415
H 1.99033 -0.71252 0.28906
H 1.81088 1.04249 0.60061
H 2.50536 0.47443 -0.94998
H 0.55511 0.08861 -1.89557
H -0.06448 1.34899 -0.78940
H 0.81930 -2.77320 0.28341
O -2.95367 1.45443 1.61753
H -2.07313 1.06367 1.41700
H -3.57494 0.98966 1.01234
```



[14]
Entry from the Open Molecules 2025 dataset: 3 unconnected molecules or ions with the total composition C2H8OS2 at a distorted geometry (ωB97M-V with the def2-TZVPD basis set).

## Properties
Energy: -25917.045 eV
LUMO energy: -0.1550 Ha
ΔE to the lowest compared entry with this formula, charge and spin: 112.8 kcal/mol
HOMO-LUMO gap: 4.44 eV

```
13
C2H8OS2, DFT ωB97M-V with the def2-TZVPD basis set
C 0.93671 -0.29708 1.85085
S 1.95213 0.37128 0.55089
S -2.33854 -0.38911 0.55797
C -1.64712 0.63672 -0.73840
H -0.05294 -0.36286 1.52917
H 1.27737 -1.31330 2.11043
H 1.02140 0.37398 2.78623
H -0.60311 0.86242 -0.49333
H -1.71533 0.11017 -1.69938
H -2.23281 1.62378 -0.75593
H 1.51091 -0.82383 -2.56052
H 1.15779 -0.24785 -1.11982
O 0.73354 -0.54432 -2.01814
```



[15]
Entry from the Open Molecules 2025 dataset: 3 unconnected molecules or ions with the total composition C2H8OS2 at a distorted geometry (ωB97M-V with the def2-TZVPD basis set).

## Properties
Energy: -25917.249 eV
LUMO energy: -0.1354 Ha
ΔE to the lowest compared entry with this formula, charge and spin: 108.1 kcal/mol
HOMO-LUMO gap: 4.83 eV

```
13
C2H8OS2, DFT ωB97M-V with the def2-TZVPD basis set
C 1.22076 -0.67300 -0.83124
S -0.13562 -1.83085 -0.79175
S 0.08343 1.48913 1.12499
C -0.19413 -0.11755 1.72594
H 0.79515 0.33978 -0.92205
H 1.76944 -1.03412 -1.70758
H 1.83219 -0.76183 0.06134
H 0.68304 -0.75459 1.79104
H -0.97928 -0.74017 1.21433
H -0.51272 -0.12671 2.77815
H -1.82472 1.71842 -2.16663
H -1.04643 1.40482 -0.81773
O -1.69112 1.08669 -1.45882
```



[16]
Entry from the Open Molecules 2025 dataset: 2 unconnected molecules or ions with the total composition C2H8OS2 at a distorted geometry (ωB97M-V with the def2-TZVPD basis set).

## Properties
Energy: -25920.735 eV
LUMO energy: 0.0213 Ha
ΔE to the lowest compared entry with this formula, charge and spin: 27.7 kcal/mol
HOMO-LUMO gap: 9.23 eV

```
13
C2H8OS2, DFT ωB97M-V with the def2-TZVPD basis set
C -0.13922 1.96512 -0.74617
S 0.32361 0.46741 -1.46263
S 1.28258 -0.69532 -0.19152
C 0.02236 -1.69407 0.71989
H -0.71721 2.11596 0.17602
H 0.61550 2.86465 -0.61563
H -0.65506 2.40069 -1.62147
H -0.90528 -1.06292 0.82745
H -0.07708 -2.76932 0.43708
H 0.37421 -1.80886 1.82747
O -2.27436 0.01986 2.48806
H -2.92817 -0.61809 2.54882
H -2.51000 0.73914 3.13997
```



[17]
Entry from the Open Molecules 2025 dataset: 2 unconnected molecules or ions with the total composition C2H8S2 (ωB97M-V with the def2-TZVPD basis set).

## Properties
Energy: -23874.043 eV
LUMO energy: 0.0189 Ha
ΔE to the lowest compared entry with this formula, charge and spin: 2.4 kcal/mol
HOMO-LUMO gap: 9.47 eV

```
12
C2H8S2, DFT ωB97M-V with the def2-TZVPD basis set
C -1.01730 -0.40944 -2.25186
S 0.35290 -1.09878 -1.32755
S 1.89127 0.23658 -1.82849
H -1.48090 0.44007 -1.75592
H -0.74387 -0.13449 -3.26946
H -1.75991 -1.20435 -2.35126
H 2.06673 0.88174 -0.64048
C 0.14068 0.26194 2.67903
H 0.58692 -0.63629 2.25561
H 0.85810 1.07745 2.74508
H -0.68414 0.65450 2.08931
H -0.21048 -0.06893 3.65600
```



[18]
Entry from the Open Molecules 2025 dataset: 2 unconnected molecules or ions with the total composition C2H8S2 at a distorted geometry (ωB97M-V with the def2-TZVPD basis set).

## Properties
Energy: -23864.550 eV
LUMO energy (alpha / beta): -0.1367 / -0.3425 Ha
ΔE to the lowest compared entry with this formula, charge and spin: 21.1 kcal/mol
Charge: +1
HOMO-LUMO gap (alpha / beta): 10.52 / 4.42 eV
Multiplicity: 2

```
12
C2H8S2, DFT ωB97M-V with the def2-TZVPD basis set
S 0.69653 -1.16783 1.97357
H 0.76812 -2.47061 1.62546
H 0.01549 -0.99555 0.81758
C 0.03276 1.97016 -0.13973
C 0.47099 0.73802 -0.92021
S -0.95095 -0.17705 -1.58102
H -0.30092 2.72939 -0.85070
H -0.78054 1.77102 0.55033
H 0.92141 2.40279 0.31852
H 1.09659 0.04922 -0.33668
H 1.07935 0.97922 -1.79889
H -1.99556 0.30925 -0.85886
```